Entry 1:
{
  "formula": "C35H49N2OPTeW",
  "method": "ωB97M-V with the def2-TZVPD basis set",
  "species": ["W", "C", "C", "C", "C", "C", "C", "C", "C", "C", "C", "C", "C", "H", "H", "H", "H", "H", "H", "H", "H", "H", "H", "H", "H", "H", "H", "H", "H", "H", "H", "N", "C", "C", "C", "N", "H", "H", "H", "H", "H", "H", "H", "H", "H", "H", "C", "Te", "C", "H", "H", "H", "H", "H", "H", "O", "P", "C", "C", "C", "C", "C", "C", "C", "C", "C", "C", "C", "C", "C", "C", "C", "C", "C", "C", "H", "H", "H", "H", "H", "H", "H", "H", "H", "H", "H", "H", "H", "H", "H"],
  "positions_angstrom": [[-1.0360, 0.1564, -0.7248], [-2.1285, 3.5168, -0.9894], [-2.3611, 2.2951, -0.1322], [-3.6592, 1.6979, -0.1010], [-4.7116, 2.2501, -1.0136], [-3.9876, 0.7410, 0.8931], [-5.3917, 0.1949, 0.9573], [-3.0085, 0.3412, 1.8147], [-3.3363, -0.6146, 2.9213], [-1.6966, 0.9272, 1.7801], [-0.7439, 0.6265, 2.9028], [-1.4143, 1.9816, 0.8720], [-0.2509, 2.9248, 1.0534], [-2.4325, 4.4061, -0.4268], [-2.7263, 3.5268, -1.8969], [-1.0789, 3.6577, -1.2388], [-4.5157, 2.0263, -2.0671], [-4.7289, 3.3386, -0.9317], [-5.7056, 1.8924, -0.7771], [-6.0444, 0.8845, 1.5010], [-5.4565, -0.7569, 1.4747], [-5.8270, 0.0625, -0.0315], [-2.4797, -1.1981, 3.2453], [-4.1411, -1.3001, 2.6775], [-3.6724, -0.0445, 3.7956], [-1.0917, 1.1401, 3.8056], [0.2644, 0.9649, 2.7002], [-0.7079, -0.4288, 3.1540], [0.4498, 2.9009, 0.2183], [0.3066, 2.7363, 1.9610], [-0.6372, 3.9436, 1.1126], [-2.6336, -1.3279, -0.7982], [-2.2768, -2.7365, -0.3750], [-1.4176, -3.4273, -1.4107], [-0.0442, -2.8066, -1.5620], [-0.1286, -1.3979, -2.0864], [-3.3794, -1.0065, -0.1806], [-3.0830, -1.3914, -1.7144], [-3.2098, -3.2770, -0.2189], [-1.7587, -2.6677, 0.5845], [-1.9397, -3.4748, -2.3734], [-1.2859, -4.4666, -1.1037], [0.5544, -3.3934, -2.2597], [0.4701, -2.7780, -0.6017], [-0.5564, -1.4571, -3.0077], [0.8319, -1.0854, -2.2536], [-1.6769, -0.3221, -4.7573], [-1.8608, 1.2256, -3.3007], [-0.1310, 2.3010, -3.9360], [-0.6360, -0.6000, -4.9112], [-2.0715, 0.1123, -5.6753], [-2.2961, -1.1743, -4.4814], [-0.3364, 2.5952, -4.9639], [0.7462, 1.6626, -3.8819], [-0.0301, 3.1825, -3.3095], [0.7194, -0.0806, -0.0199], [2.2605, -0.2461, 0.5471], [2.6847, 1.0525, 1.6559], [2.9410, 0.7061, 2.9896], [3.3868, 1.6761, 3.8754], [3.5833, 2.9781, 3.4364], [3.3388, 3.3251, 2.1074], [2.8932, 2.3698, 1.2155], [3.3217, -0.2964, -0.8781], [4.3024, 0.6716, -1.1136], [5.1431, 0.5517, -2.2136], [5.0235, -0.5310, -3.0714], [4.0741, -1.5203, -2.8225], [3.2332, -1.4112, -1.7300], [2.2741, -1.8387, 1.3330], [1.1314, -2.3647, 1.9471], [1.2052, -3.5699, 2.6220], [2.4178, -4.2517, 2.6972], [3.5545, -3.7324, 2.0942], [3.4885, -2.5253, 1.4108], [2.8110, -0.3127, 3.3311], [3.5977, 1.4103, 4.9024], [3.9419, 3.7298, 4.1278], [3.5145, 4.3390, 1.7731], [2.7258, 2.6456, 0.1822], [4.4543, 1.4949, -0.4326], [5.9102, 1.2957, -2.3821], [5.6936, -0.6282, -3.9155], [4.0264, -2.3957, -3.4573], [2.5758, -2.2382, -1.4869], [0.1925, -1.8266, 1.8952], [0.3296, -3.9814, 3.1075], [2.4738, -5.1899, 3.2336], [4.4946, -4.2635, 2.1571], [4.3827, -2.1219, 0.9509]],
  "gap_ha": [0.228, 0.233],
  "s2": 2.03,
  "multiplicity": 3,
  "relative_energy_ev": 1.417,
  "total_energy_ha": -2222.90216,
  "lumo_ev": [-13.12, -12.99],
  "total_charge": 4
}

=====

Entry 2:
{
  "formula": "C35H49N7P2Si2Zn",
  "method": "ωB97M-V with the def2-TZVPD basis set",
  "species": ["Zn", "C", "Si", "C", "C", "N", "P", "C", "P", "N", "Si", "C", "C", "C", "C", "C", "C", "C", "C", "C", "C", "C", "C", "C", "C", "C", "C", "C", "C", "C", "C", "C", "C", "C", "C", "C", "C", "C", "H", "H", "H", "H", "H", "H", "H", "H", "H", "H", "H", "H", "H", "H", "H", "H", "H", "H", "H", "H", "H", "H", "H", "H", "H", "H", "H", "H", "H", "H", "H", "H", "H", "H", "H", "H", "H", "H", "C", "N", "C", "C", "N", "N", "C", "N", "N", "H", "H", "H", "H", "H", "H", "H", "H", "H", "H", "H"],
  "positions_angstrom": [[7.7363, 11.3623, 12.6466], [11.4241, 11.0862, 12.2844], [10.9498, 12.8820, 12.6374], [12.2403, 13.6891, 13.7295], [11.0129, 14.0427, 11.0998], [9.3230, 12.6995, 13.1757], [8.2371, 13.5256, 14.0321], [6.7961, 12.6727, 13.8135], [5.4407, 11.9576, 14.5866], [5.3302, 10.3963, 14.2480], [4.2326, 9.4371, 13.4560], [2.5669, 9.0205, 14.2696], [3.8621, 10.0246, 11.7137], [5.1048, 7.7569, 13.3702], [3.9179, 12.7190, 13.9545], [3.9029, 13.4473, 12.7608], [2.7541, 14.0386, 12.2571], [1.5633, 13.9079, 12.9885], [1.5505, 13.2255, 14.1836], [2.7297, 12.6988, 14.6904], [5.2682, 12.1892, 16.3545], [5.2718, 11.1833, 17.3141], [5.1198, 11.5076, 18.6866], [5.0983, 12.8342, 19.1055], [5.1783, 13.8611, 18.1435], [5.2549, 13.5352, 16.8113], [8.1632, 15.3113, 13.6674], [9.3541, 16.0756, 13.8808], [9.3884, 17.3961, 13.6573], [8.2450, 18.0685, 13.2308], [7.0528, 17.3953, 13.1016], [7.0278, 16.0180, 13.3087], [8.6808, 13.6543, 15.8187], [8.3464, 14.7770, 16.6268], [8.4516, 14.6955, 18.0096], [8.8366, 13.4997, 18.6183], [9.1023, 12.3763, 17.8549], [9.1184, 12.4714, 16.4704], [12.4118, 10.9691, 11.8393], [10.6769, 10.7159, 11.5445], [11.3803, 10.5183, 13.2320], [13.2204, 13.5889, 13.2396], [12.2932, 13.3372, 14.7297], [12.0905, 14.7699, 13.9098], [12.0491, 14.2503, 10.7717], [10.6509, 14.9459, 11.5291], [10.5155, 13.7483, 10.1956], [1.9385, 9.9105, 14.4282], [2.8824, 8.5942, 15.2272], [1.9247, 8.2228, 13.7576], [3.3162, 10.9788, 11.7457], [3.2156, 9.2590, 11.2701], [4.7943, 10.2003, 11.1700], [5.3511, 7.4500, 14.3708], [6.0011, 8.0257, 12.8236], [4.5392, 6.9505, 12.8864], [4.8318, 13.4861, 12.2153], [2.6965, 14.4949, 11.3247], [0.6554, 14.2572, 12.5049], [0.6416, 13.1703, 14.7907], [2.7469, 12.2843, 15.6785], [5.3421, 10.1875, 16.9602], [5.0167, 10.7044, 19.4275], [4.8520, 13.0898, 20.1441], [5.0279, 14.8257, 18.5102], [5.2235, 14.2779, 16.0451], [10.2601, 15.6087, 14.3905], [10.3370, 17.9334, 13.8420], [8.3126, 19.1114, 12.9932], [6.1546, 17.9317, 12.8705], [6.1450, 15.4734, 13.1630], [8.0250, 15.7239, 16.1822], [8.2823, 15.5783, 18.6171], [8.8162, 13.5312, 19.7327], [9.2960, 11.4291, 18.3281], [9.2698, 11.5537, 15.8538], [9.4701, 8.3107, 8.3535], [9.0325, 9.5981, 8.9649], [9.0871, 10.7070, 8.1142], [8.5920, 9.6639, 10.2683], [7.9139, 10.6616, 10.7371], [8.8824, 8.5612, 11.0542], [8.6674, 8.4940, 12.4546], [9.2471, 7.3465, 12.9402], [8.1377, 9.4088, 13.1652], [9.0663, 8.2438, 7.3176], [9.0726, 7.5103, 8.9552], [10.5981, 8.2530, 8.4054], [10.0118, 10.7447, 7.5286], [9.1493, 11.6338, 8.6902], [8.1775, 10.7532, 7.5160], [7.6274, 11.2447, 9.9994], [9.8191, 8.1625, 10.8883], [9.1686, 6.5320, 12.3485], [9.4396, 7.2099, 13.8987], [7.8608, 9.1751, 14.1129]],
  "gap_ha": 0.234,
  "relative_energy_ev": 0.002,
  "total_energy_ha": -4787.53262,
  "lumo_ev": -0.18
}

=====

Entry 3:
{
  "formula": "C35H50BrClF4FeGeN2O4PSi4",
  "method": "ωB97M-V with the def2-TZVPD basis set",
  "species": ["Fe", "F", "C", "C", "F", "C", "F", "C", "P", "C", "C", "C", "C", "C", "C", "C", "C", "C", "C", "C", "C", "C", "Br", "C", "F", "H", "H", "H", "H", "H", "H", "H", "H", "H", "H", "O", "Cl", "O", "O", "O", "C", "Si", "C", "C", "Ge", "Si", "C", "C", "C", "Si", "C", "C", "C", "H", "H", "H", "H", "H", "H", "H", "H", "H", "H", "H", "H", "H", "H", "H", "H", "H", "H", "H", "H", "H", "H", "H", "H", "H", "H", "H", "C", "Si", "C", "C", "C", "C", "H", "H", "H", "H", "H", "H", "H", "H", "H", "N", "C", "C", "C", "N", "H", "H", "H", "H"],
  "positions_angstrom": [[0.8747, 0.0184, 1.2342], [4.3493, -4.0414, 5.9899], [3.4785, -3.6432, 5.0764], [2.5233, -4.5258, 4.5904], [2.4899, -5.7785, 5.0308], [1.6253, -4.1026, 3.6338], [0.7813, -5.0195, 3.1557], [1.5938, -2.7971, 3.1403], [0.3351, -2.1806, 1.9469], [-1.2812, -2.4415, 2.8006], [-2.0105, -1.2749, 3.0448], [-3.2550, -1.3204, 3.6516], [-3.7901, -2.5365, 4.0469], [-3.0659, -3.6984, 3.8306], [-1.8290, -3.6583, 3.2060], [0.4080, -3.5286, 0.7158], [-0.6884, -4.2761, 0.3070], [-0.5392, -5.2291, -0.6879], [0.6819, -5.4026, -1.3185], [1.7710, -4.6270, -0.9454], [1.6368, -3.7067, 0.0785], [2.6053, -1.9444, 3.6141], [2.7626, -0.1549, 2.9820], [3.5254, -2.3615, 4.5575], [4.4724, -1.5295, 4.9860], [-1.5791, -0.3227, 2.7736], [-3.8046, -0.4054, 3.8316], [-4.7576, -2.5796, 4.5282], [-3.4622, -4.6521, 4.1526], [-1.3084, -4.5853, 3.0342], [-1.6562, -4.1262, 0.7615], [-1.3925, -5.8276, -0.9780], [0.7848, -6.1467, -2.0965], [2.7186, -4.7360, -1.4569], [2.4841, -3.0990, 0.3726], [-0.6725, 3.4540, 2.5426], [0.3331, 2.5442, 2.9672], [0.8373, 2.8946, 4.2341], [-0.2558, 1.2175, 3.0013], [1.3987, 2.4804, 1.9900], [-1.6211, 3.4396, -4.0060], [-0.8759, 2.0349, -2.9466], [-1.8085, 0.5005, -3.5968], [0.9692, 1.8548, -3.3668], [-0.8327, 2.2111, -0.2227], [0.6499, 4.4838, -0.3153], [2.3897, 3.9191, -0.8489], [-0.1583, 5.6617, -1.5865], [0.8389, 5.5789, 1.2297], [-3.2393, 2.8007, 0.3453], [-3.7877, 4.1094, -0.9358], [-4.6216, 1.4629, 0.2214], [-3.5795, 3.5707, 2.0511], [-1.5232, 3.1988, -5.0664], [-1.1308, 4.3954, -3.8477], [-2.6808, 3.5812, -3.7995], [-2.0290, 0.6256, -4.6586], [-2.7531, 0.3327, -3.0806], [-1.2107, -0.4006, -3.4877], [1.1100, 1.2645, -4.2752], [1.5000, 1.3527, -2.5603], [1.4365, 2.8260, -3.5276], [2.4778, 3.7673, -1.9223], [2.6396, 2.9842, -0.3497], [3.1335, 4.6626, -0.5563], [-0.1273, 5.2539, -2.5919], [0.3805, 6.6102, -1.5985], [-1.1971, 5.8714, -1.3388], [1.4325, 5.0777, 1.9917], [-0.1276, 5.8095, 1.6716], [1.3363, 6.5210, 0.9912], [-3.7532, 3.7123, -1.9490], [-3.1485, 4.9901, -0.8974], [-4.8117, 4.4292, -0.7373], [-4.5266, 0.8355, -0.6646], [-5.5884, 1.9642, 0.1555], [-4.6632, 0.8182, 1.1035], [-2.9715, 4.4611, 2.1935], [-3.3151, 2.8824, 2.8540], [-4.6280, 3.8475, 2.1702], [5.3077, -2.0284, -1.9738], [3.8942, -0.9576, -2.6407], [4.6021, 0.6006, -3.4476], [2.9609, -1.9864, -3.9318], [2.7227, -0.5313, -1.2858], [1.9405, -0.2891, -0.3796], [5.9832, -2.3270, -2.7759], [4.9240, -2.9367, -1.5071], [5.8932, -1.5001, -1.2215], [5.4481, 0.3627, -4.0928], [4.9496, 1.3077, -2.6946], [3.8538, 1.1113, -4.0525], [3.6167, -2.3049, -4.7430], [2.1348, -1.4260, -4.3707], [2.5361, -2.8815, -3.4751], [-2.5181, -0.8501, 0.0288], [-3.1287, -1.7464, -0.7659], [-2.1826, -2.1974, -1.6546], [-1.0083, -1.5161, -1.3050], [-1.2244, -0.7022, -0.2808], [-2.9005, -0.3585, 0.8179], [-4.1688, -1.9937, -0.6460], [-2.3216, -2.9161, -2.4410], [-0.0215, -1.5845, -1.7310]],
  "gap_ha": [0.239, 0.219],
  "s2": 8.77,
  "multiplicity": 6,
  "relative_energy_ev": 1.707,
  "total_energy_ha": -10047.48094,
  "lumo_ev": [-0.41, -1.19]
}